{
  "formula": "C27H35N4O6PSn",
  "method": "wB97M-V/def2-TZVPD",
  "elements": ["O", "H", "O", "H", "C", "H", "H", "H", "H", "O", "H", "H", "C", "N", "C", "H", "H", "C", "C", "H", "C", "H", "H", "H", "H", "C", "N", "H", "H", "H", "H", "C", "C", "P", "C", "C", "Sn", "C", "H", "H", "C", "C", "H", "H", "C", "H", "C", "H", "C", "N", "O", "C", "H", "C", "H", "H", "C", "C", "N", "H", "C", "H", "C", "H", "H", "C", "H", "O", "C", "H", "C", "H", "O", "C"],
  "coordinates": [[-2.12256, 1.07464, 1.78055], [-0.03369, 0.94537, -3.19420], [-2.30268, -2.43779, 0.66065], [-1.69953, 1.63636, -2.94992], [2.44516, -4.82949, 4.07291], [-2.99449, 1.30825, -1.47458], [0.74169, 4.81655, 0.34296], [-1.72088, -0.66657, 3.52913], [-3.07198, -0.73087, -1.36423], [2.42821, -0.84201, -0.87734], [5.62218, 0.36229, 1.25195], [-2.02954, 3.54527, 2.21701], [4.65103, 2.11522, 2.07575], [0.85607, 1.57975, -0.50173], [0.29035, 0.58856, 6.60478], [1.73229, 4.06712, -0.93538], [2.12133, 3.79183, 0.77986], [0.76739, -3.35225, 3.15364], [-0.25338, -3.04941, -0.17536], [0.86052, 0.94398, 7.46529], [0.40819, 2.73095, 0.06310], [0.47931, -5.46816, 3.41202], [4.29448, -3.89259, 4.68757], [2.06105, -4.40443, -1.06464], [3.68652, -1.12084, 1.63841], [4.72023, 0.76803, 1.71462], [-1.12396, -2.06143, 0.01908], [1.50433, 2.17505, 3.39503], [-0.07384, -5.12168, -0.58998], [2.03166, 0.48983, 5.32717], [3.41135, 3.68302, 2.91287], [1.05807, -2.60367, -0.51664], [3.30781, -3.74525, 4.24582], [1.00462, -0.64087, 2.72406], [-1.08753, 0.38228, 6.70946], [2.91448, -2.46174, 3.85797], [-0.76305, -0.05586, -0.70793], [0.22617, -0.11672, 4.28905], [-2.87690, -1.64513, 0.51986], [-3.60497, 2.39645, -2.46887], [-0.61325, -4.45980, 0.09854], [1.29800, 3.91667, 0.06056], [-1.60105, 0.57177, 7.65437], [2.75590, -5.83273, 4.37034], [-0.83899, 2.62528, 0.71192], [2.33169, 0.21831, -0.97195], [3.63044, -0.07267, 1.93520], [-1.47500, -0.10752, -3.38414], [-1.66778, 3.74472, 1.20102], [1.16579, -1.27641, -0.72629], [2.08288, 1.59763, -0.92561], [1.17031, -4.63093, 3.53082], [-0.25159, -3.17599, 2.79505], [-1.81600, -0.07290, 5.60301], [-2.54124, 3.88115, 0.54309], [-2.88973, -0.24121, 5.67285], [2.24037, -3.50611, -0.45796], [-1.16257, -0.31903, 4.39655], [-1.28838, 1.33689, 0.87092], [5.50192, 2.77774, 1.89578], [0.95442, 0.33808, 5.39908], [3.13854, -3.00129, -0.82607], [2.47779, 0.41358, 2.58375], [2.42454, -3.84040, 0.57665], [3.58563, -1.61785, 4.01934], [3.48225, 2.62423, 2.65096], [-1.09886, 4.67882, 1.19809], [-2.72502, -0.12848, -0.67423], [1.66015, -2.26557, 3.26325], [-1.68931, -4.62028, -0.02926], [2.40207, 1.77984, 2.91598], [-0.33298, -4.75157, 1.12131], [-2.78480, 2.12851, -2.01646], [-1.06702, 0.76769, -2.85918]],
  "forces_ev_per_a": [[-1.144, -0.436, -0.098], [-0.224, -0.240, -0.143], [0.500, 0.443, -0.891], [0.829, -0.566, 0.131], [-0.080, 0.007, -0.122], [0.082, 0.823, -0.406], [0.142, -0.147, -0.077], [0.099, 0.181, 0.125], [0.192, 0.548, 0.350], [-1.115, -0.444, -0.182], [-0.257, 0.182, 0.108], [0.021, 0.080, -0.221], [-0.125, 0.035, -0.017], [-1.502, 3.054, 2.021], [0.094, -0.005, -0.192], [-0.011, -0.131, 0.245], [-0.154, -0.086, -0.319], [0.523, 0.218, -0.010], [-2.990, 1.854, 1.054], [-0.195, -0.107, -0.221], [1.931, -3.013, -2.281], [0.224, 0.174, 0.129], [-0.286, 0.001, -0.085], [0.067, 0.186, 0.146], [-0.015, 0.311, 0.023], [-0.122, 0.047, 0.020], [0.914, -3.083, 0.803], [0.218, -0.092, -0.185], [-0.069, 0.146, 0.184], [-0.256, -0.041, 0.020], [0.070, -0.341, -0.072], [1.526, 3.252, -0.759], [-0.130, 0.045, -0.033], [-0.288, 0.121, -0.271], [-0.107, -0.093, -0.254], [-0.200, -0.391, -0.144], [1.697, 3.559, -1.601], [-0.315, -0.023, 0.395], [0.286, 0.122, 0.053], [0.247, -0.049, 0.569], [0.024, -0.587, -0.172], [-0.081, 0.573, 0.047], [0.182, -0.034, -0.275], [-0.064, 0.304, -0.088], [-1.990, -2.926, 0.355], [0.177, 1.198, 0.019], [-0.102, 0.351, 0.354], [0.091, 0.224, -0.197], [-0.050, 0.390, 0.578], [1.242, -3.502, 0.460], [1.397, -1.107, -0.979], [0.070, 0.094, 0.141], [0.322, -0.024, -0.010], [0.333, 0.051, 0.148], [0.180, -0.146, 0.180], [0.239, 0.084, 0.038], [0.233, -0.308, -0.115], [0.398, 0.098, 0.178], [1.445, 2.693, 0.734], [-0.295, -0.243, 0.044], [-0.524, -0.090, 0.137], [-0.313, -0.090, 0.086], [0.362, 0.328, -0.305], [-0.112, 0.136, -0.223], [-0.177, -0.234, -0.103], [0.076, -0.220, 0.081], [-0.164, -0.136, 0.065], [-3.214, -1.513, -0.238], [-0.077, -0.310, 0.411], [0.279, 0.145, 0.104], [0.310, -0.274, -0.144], [-0.072, 0.148, -0.274], [-3.495, 1.602, 1.306], [3.287, -2.777, -0.134]],
  "mulliken_charge": [-0.791, 0.330, -0.526, 0.431, -0.656, 0.451, 0.531, 0.183, 0.266, -0.549, 0.404, 0.282, -0.579, 0.887, -0.717, 0.299, 0.021, -0.727, 0.392, 0.405, 0.478, 0.444, 0.411, 0.488, 0.438, -0.773, 0.400, 0.465, 0.468, 0.347, 0.461, 0.394, -0.613, 1.318, -0.506, -0.522, 1.145, 0.547, 0.550, 0.271, -1.431, -1.318, 0.372, 0.372, 0.007, 0.414, -0.586, 0.390, -1.546, 0.517, -0.937, -0.673, 0.738, -0.585, 0.256, 0.417, -1.597, -0.362, 0.598, 0.374, -0.359, 0.385, 0.342, 0.177, 0.395, -0.848, 0.416, -1.109, 0.574, 0.438, -0.658, 0.098, -0.620, -1.198],
  "spin_multiplicity": 1,
  "total_charge": 0
}

{
  "formula": "C27H35N5O2P2W",
  "method": "wB97M-V/def2-TZVPD",
  "elements": ["H", "H", "W", "C", "C", "H", "H", "H", "C", "H", "C", "C", "H", "H", "C", "H", "C", "C", "P", "H", "C", "H", "C", "C", "C", "H", "H", "C", "N", "C", "H", "H", "H", "C", "H", "N", "H", "H", "C", "H", "H", "H", "H", "C", "C", "C", "H", "H", "H", "H", "O", "C", "C", "O", "N", "C", "H", "H", "H", "H", "H", "H", "C", "C", "H", "N", "C", "C", "C", "H", "N", "P"],
  "coordinates": [[-5.91155, 0.37820, 3.07996], [0.62356, 2.38231, 3.93146], [2.89023, -3.56619, 0.59347], [3.17097, -5.44223, 1.33948], [2.59741, -2.95150, -1.40067], [0.60836, -4.71036, -2.41614], [3.19201, -4.98345, -1.89545], [-2.68366, 3.37227, 0.88703], [0.65896, -1.73230, -0.16833], [1.74750, -1.09831, -1.92187], [-4.86002, 0.27844, 2.84488], [-2.21805, 1.08005, -3.77912], [-1.88326, -1.18335, 2.42199], [0.63076, -4.53417, 1.88549], [1.38447, -2.05004, -1.49717], [-0.44062, -1.76459, -0.33928], [0.84457, -4.05511, 0.92506], [2.44276, 4.11037, -1.86873], [0.44340, 2.38265, -1.04911], [1.38207, 5.99345, -4.39319], [-0.88769, 3.44748, -0.30790], [1.17482, -6.11387, -1.52710], [-1.94730, 2.65573, 0.48914], [-4.00254, 1.30950, 2.46853], [1.53832, 5.26591, -3.60797], [2.34954, -5.71883, 2.01649], [0.08936, -0.27118, -1.83721], [-1.89579, 4.49832, 4.51230], [4.89045, -4.28929, -0.47305], [-2.77657, -0.58684, 2.53874], [-0.32907, 4.14964, 0.33962], [-1.67130, -1.12270, -3.72003], [-0.25366, -5.66833, 0.08471], [-0.60127, 4.01818, 4.89802], [0.88108, -0.68373, 0.10259], [-0.60916, 1.67174, -2.29173], [-3.14948, 3.90118, 2.75762], [0.65403, -2.42853, -2.23544], [1.07274, -5.01523, -1.46072], [-0.73561, -4.12716, -0.60305], [-4.23005, 2.34246, 2.26485], [-2.47486, 1.92754, -0.14997], [0.00321, 4.37881, 5.71633], [-4.08069, -0.92710, 2.86827], [-2.27818, 3.78042, 3.38444], [0.14877, -4.69781, -0.26268], [-2.48263, 5.26263, 5.00399], [3.30300, -6.20073, 0.55493], [-4.44334, -1.92132, 3.09473], [3.55285, 5.80157, -2.75191], [5.73647, -3.46743, -0.90306], [-1.52437, -0.10466, -3.37952], [1.05527, -2.61679, 0.99395], [5.07101, -5.51644, -0.68109], [1.19049, 3.53876, -2.16296], [-0.25664, 3.00054, 4.01721], [3.03388, 3.69444, -1.06882], [3.52324, -2.54892, -1.83446], [1.00166, -2.15757, 1.98736], [-0.29298, 3.99335, -3.67373], [-1.39092, 4.02782, -1.10007], [4.11393, -5.36223, 1.90369], [2.67764, 5.16560, -2.73784], [-1.67393, 2.13982, -3.05941], [-1.98142, 3.17322, -3.02691], [-1.29641, 2.82608, 3.09667], [0.65303, 4.25779, -3.23895], [2.44757, -4.40616, -1.34366], [-0.57728, 0.28796, -2.45303], [-3.00834, 1.13810, -4.51437], [-2.71030, 0.79776, 2.31622], [-1.22047, 1.59435, 1.81648]],
  "forces_ev_per_a": [[0.139, -0.035, -0.090], [0.000, 0.044, 0.185], [1.851, -1.397, -0.884], [-0.596, -1.263, -0.024], [0.288, -0.328, -0.071], [0.124, -0.044, 0.293], [-0.014, 0.126, 0.719], [0.329, -0.350, -0.189], [-0.522, 0.627, 0.178], [-0.058, -0.397, 0.078], [0.697, -2.521, 0.312], [0.690, 0.075, 0.679], [-0.031, -0.105, 0.064], [0.302, 0.074, -0.276], [-0.056, 0.611, -0.658], [0.389, -0.047, 0.139], [-0.317, 0.698, -0.509], [-0.104, 0.313, -0.442], [-2.046, -0.701, -1.913], [-0.010, -0.109, 0.085], [0.465, 0.680, 0.201], [0.093, 0.518, -0.008], [0.098, -0.547, -0.443], [1.438, -0.394, -0.168], [-2.097, -1.239, -0.304], [0.510, -0.070, 0.050], [0.163, -0.117, -0.218], [0.288, -0.908, -0.877], [1.600, -0.936, -0.649], [0.564, 2.186, -0.451], [-0.492, -0.077, -0.068], [-0.077, 0.259, 0.033], [0.038, 0.517, -0.122], [-0.160, -0.734, -0.831], [-0.021, -0.294, 0.061], [0.007, -0.459, 0.849], [0.143, 0.121, 0.253], [0.337, -0.095, 0.206], [-0.178, -0.602, -0.076], [0.352, 0.010, 0.257], [-0.008, -0.114, 0.050], [0.103, 0.400, -0.191], [-0.052, -0.066, -0.066], [-2.383, 1.374, 0.323], [0.255, 0.169, 0.730], [-0.693, -0.832, -0.025], [0.137, -0.044, -0.156], [0.187, 0.103, 0.575], [0.071, 0.147, 0.001], [-0.069, -0.136, 0.033], [-1.469, -0.661, 0.891], [0.414, 0.578, 0.531], [-0.476, 0.597, 0.476], [-0.160, 2.317, 0.427], [0.931, 2.304, -0.351], [-0.696, 0.643, 0.381], [0.104, 0.102, -0.061], [-0.355, -0.262, 0.044], [-0.200, 0.017, -0.145], [0.101, 0.021, -0.004], [0.307, -0.155, 0.364], [0.246, -0.012, 0.056], [0.988, -1.137, 1.831], [-0.101, -0.303, -0.251], [-0.034, -0.114, -0.100], [0.994, -0.175, -0.478], [0.552, 0.405, -0.373], [-0.888, 0.657, -0.724], [-0.487, 0.084, -0.680], [0.040, 0.110, 0.160], [-0.764, -1.387, -0.331], [-0.721, 2.280, 1.692]],
  "mulliken_charge": [0.471, 0.407, 1.237, -1.391, -0.932, 0.370, 0.526, 0.452, 0.070, 0.674, -0.663, -1.113, 0.507, 0.791, -0.722, 0.429, -0.549, -0.300, -0.105, 0.473, -1.252, 0.411, -0.745, 0.183, -0.479, 0.349, -0.489, -0.737, 0.411, -0.175, 0.551, 0.502, 0.426, -0.637, 0.275, 0.281, 0.251, 0.111, -1.141, 0.318, 0.333, 0.547, 0.436, -0.585, -0.032, -0.992, 0.454, 0.326, 0.455, 0.463, -0.595, -0.533, -1.518, -0.497, 0.325, -0.423, 0.430, 0.683, 0.814, 0.419, 0.571, 0.615, -0.467, -0.116, 0.505, 0.327, -0.110, -0.276, 0.454, 0.490, 0.351, 0.098],
  "spin_multiplicity": 3,
  "total_charge": 2
}

{
  "formula": "C27H36AlBFNO3PS",
  "method": "wB97M-V/def2-TZVPD",
  "elements": ["H", "H", "S", "H", "H", "C", "H", "H", "H", "C", "Al", "H", "C", "C", "H", "H", "C", "C", "H", "H", "C", "C", "H", "C", "H", "H", "F", "H", "C", "C", "H", "H", "O", "C", "C", "C", "H", "C", "C", "H", "C", "H", "H", "C", "B", "H", "H", "H", "P", "H", "C", "O", "N", "H", "H", "H", "C", "H", "C", "C", "C", "C", "H", "H", "C", "H", "H", "H", "H", "C", "O", "C"],
  "coordinates": [[-0.67545, -1.78327, 1.15015], [-6.67398, 1.43449, -5.96770], [-2.87746, 4.19031, -0.31095], [-2.62522, 2.47062, -6.97141], [-2.00225, 2.35479, -4.48017], [2.62022, -3.79877, -0.15040], [-3.42273, 1.85608, 7.50806], [3.96013, -5.30889, 0.60287], [-3.56930, -0.39553, -0.99963], [2.54033, -1.73701, 1.10640], [-1.27684, 1.06240, -0.87656], [-3.98164, -0.52545, 7.09007], [6.41499, 0.36843, 2.28346], [3.56279, -4.30721, 0.74379], [8.26929, -2.42470, 2.85209], [-6.49325, -0.61565, -7.35436], [6.84949, 1.14718, 3.35562], [-1.66260, -1.98322, 0.51274], [1.36626, -2.12209, -0.65854], [-4.74219, 2.98120, -5.78158], [-2.40571, 1.61910, 4.27137], [2.10583, -2.51576, 0.03424], [8.13674, 1.24837, 5.08052], [-4.66103, 2.08033, -6.38415], [-4.37250, -1.13157, -8.53547], [9.03697, -1.04261, 4.76501], [0.38164, 0.27258, -0.37588], [0.57223, 3.31533, -1.68435], [3.48694, -2.24324, 1.99740], [7.79610, 0.64094, 4.24662], [-1.85023, -0.65969, -4.35462], [-0.40942, 0.41085, -4.94274], [-1.52913, 2.50711, -3.60755], [7.87195, -1.42302, 2.99301], [-5.64462, 0.05841, -7.26707], [-4.45336, -0.23156, -7.93169], [0.23373, 2.63998, 1.44572], [3.99447, -3.52980, 1.81812], [6.92938, -0.91458, 2.09882], [6.45091, 2.14834, 3.49724], [-3.47102, 1.79235, -7.05176], [-2.00443, -3.09053, 0.73646], [2.28645, -4.40277, -0.98974], [-2.65344, 2.18471, 5.52235], [-1.24617, 1.17763, -2.96135], [4.72780, -3.92680, 2.51579], [-0.11612, -0.84510, -3.53410], [-2.53346, -0.15786, 3.05985], [-1.13804, 3.31687, -0.16279], [-3.57196, -1.45415, 1.07280], [-2.93350, 0.09385, -0.14715], [-0.40236, 3.43148, 1.41215], [-2.66000, -0.92657, 0.93566], [-2.43538, 0.40679, -8.33615], [2.14174, -0.73585, 1.24802], [-2.40304, 3.22563, 5.70720], [-5.74759, 1.21174, -6.48978], [-3.52808, -1.53492, 4.86882], [-2.72420, 0.28205, 4.03554], [-0.89827, -0.07417, -3.96814], [-3.53913, 0.07575, 6.30023], [-3.28623, -0.49133, 5.05083], [-1.96455, 2.22059, 3.48091], [5.67542, 0.76210, 1.59068], [-3.22407, 1.41388, 6.53484], [-1.32151, -1.89396, -0.62482], [6.59561, -1.51858, 1.25948], [3.82757, -1.63582, 2.83130], [-3.63232, 0.92296, 0.35004], [8.30363, -0.64561, 4.06734], [-0.00991, 4.06812, -1.31149], [-3.36495, 0.63431, -7.82151]],
  "forces_ev_per_a": [[-1.941, -0.634, -1.478], [0.136, -0.027, -0.061], [0.594, 0.160, 0.406], [-0.108, -0.091, -0.014], [1.170, 0.224, 1.236], [0.093, 0.132, 0.225], [0.028, -0.061, -0.119], [-0.039, 0.113, 0.026], [1.026, 0.868, 1.170], [0.108, -0.065, 0.078], [1.269, -1.443, 0.823], [0.048, 0.076, -0.070], [0.108, -0.029, 0.081], [-0.045, 0.153, 0.023], [-0.056, 0.134, 0.016], [0.132, 0.095, 0.027], [0.085, -0.174, -0.008], [1.809, -0.138, 0.222], [0.116, 0.073, 0.186], [0.025, -0.142, -0.064], [-0.059, -0.032, 0.192], [0.049, -0.101, -0.049], [-0.051, -0.081, -0.099], [-0.011, -0.117, -0.082], [-0.007, 0.118, 0.092], [-0.104, 0.061, -0.100], [-1.783, 0.930, -0.304], [-1.413, 1.662, 0.917], [-0.104, -0.131, -0.189], [-0.069, -0.115, -0.153], [1.800, 1.044, 0.870], [-0.900, -1.118, 1.799], [-0.735, -3.196, -0.178], [-0.090, 0.200, 0.006], [0.126, 0.114, 0.022], [0.022, 0.182, 0.095], [-1.268, 1.604, -0.097], [-0.067, 0.013, -0.109], [0.092, 0.063, 0.126], [0.048, -0.151, -0.024], [-0.135, -0.116, 0.005], [0.487, 2.267, -0.466], [0.027, 0.073, 0.105], [-0.051, -0.202, -0.045], [-0.104, 1.653, -2.256], [-0.085, 0.053, -0.085], [-1.705, 1.502, -0.766], [-0.028, 0.081, 0.036], [1.672, 0.501, -0.296], [1.459, 0.938, -0.071], [-1.382, 0.541, 0.532], [0.456, -1.286, -1.840], [-1.240, -1.735, -1.163], [-0.123, 0.031, 0.082], [-0.039, -0.170, -0.140], [-0.039, -0.117, -0.034], [0.169, -0.041, -0.119], [0.026, 0.115, 0.005], [0.038, -0.013, 0.129], [0.369, -0.232, -1.519], [0.057, 0.061, -0.130], [0.032, 0.307, 0.128], [-0.070, -0.065, 0.058], [0.106, -0.080, 0.104], [0.031, -0.066, -0.114], [-0.917, -0.252, 2.259], [-0.004, 0.084, 0.138], [-0.034, -0.076, -0.093], [1.350, -1.635, -1.094], [-0.098, 0.066, -0.093], [-0.072, -2.369, 1.238], [-0.183, 0.009, 0.063]],
  "mulliken_charge": [0.116, 0.356, -0.483, 0.446, 0.213, -0.487, 0.331, 0.357, 0.231, -0.453, -0.592, 0.342, -0.423, -0.327, 0.354, 0.348, -0.385, -0.443, 0.420, 0.386, -0.472, -0.234, 0.345, -0.338, 0.358, 0.346, -0.390, 0.312, -0.450, -0.349, 0.277, 0.169, -0.577, -0.401, -0.341, -0.375, 0.326, -0.461, -0.326, 0.363, -0.373, 0.340, 0.357, -0.460, 0.832, 0.387, 0.154, 0.525, 0.708, 0.237, -0.497, -0.513, -0.287, 0.359, 0.405, 0.375, -0.424, 0.367, -0.210, -0.837, -0.355, -0.524, 0.493, 0.397, -0.387, -0.042, 0.419, 0.449, 0.287, -0.342, -0.533, -0.395],
  "spin_multiplicity": 1,
  "total_charge": -1
}

no.,calculated total energy (Eh)
1,-2275.66541
2,-2222.89075
3,-2437.77460